Entry from OMol25: a 12-piece molecular cluster, C60H145N11O22 overall (ωB97M-V/def2-TZVPD).

Geometry as XYZ:
```
238
Properties=species:S:1:pos:R:3:forces:R:3:mulliken_charge:R:1
N -0.736 -4.774 -0.260 0.4752 -0.4915 0.2080 2.2536
H -0.141 -4.172 -0.813 0.2627 1.5890 -0.9516 0.0308
H -0.107 -5.358 0.272 0.0559 -0.7536 0.0736 -0.0993
H -1.392 -5.273 -0.844 -0.2005 -0.5386 -0.5157 0.3811
H -1.258 -4.308 0.468 -0.0536 0.8062 0.1310 -0.1702
N -0.413 4.082 -2.174 0.8859 1.3715 -0.1513 0.0928
H -0.567 3.193 -2.627 -0.4378 -2.3845 -0.7544 -0.0656
H -1.260 4.361 -1.700 -1.3155 0.4999 -0.0762 0.3951
H -0.079 4.753 -2.851 0.1192 0.2942 0.1903 0.3930
H 0.223 3.827 -1.432 1.0897 -0.7000 0.4590 0.4307
C -0.391 -0.745 -2.649 -0.2102 3.4997 -0.2565 -1.0310
C -0.333 0.627 -2.282 0.4102 -0.7287 1.9598 0.3959
C 0.319 0.998 -0.905 0.3221 -3.0991 -1.0685 -0.0334
O 0.516 2.188 -0.595 -0.1005 3.0136 0.5741 -0.7143
C 0.829 -0.066 -0.030 -1.5324 1.5613 -2.8191 0.0430
C 0.662 -1.366 -0.442 0.2317 -1.3720 0.2374 -0.0507
C 0.087 -1.689 -1.837 1.1680 -3.5680 1.8380 0.9541
O 0.042 -2.932 -2.275 0.2388 -0.0554 1.2665 -1.3788
O 1.043 -2.312 0.385 -0.1114 -0.8234 -0.6315 -0.2262
O -0.863 1.527 -3.024 -0.1802 1.7066 -0.4003 -1.0342
H -0.766 -1.034 -3.620 -0.1424 0.0408 -0.1629 0.1283
H 1.329 0.182 0.896 -0.0431 0.0062 0.1494 0.1885
C 5.535 3.858 -0.348 -0.9232 -0.6122 0.0169 -0.8978
O 4.265 3.766 0.327 0.6340 -0.0324 -0.0610 -0.3797
C 4.026 2.499 0.955 -0.7090 0.0842 0.0305 -1.2918
C 2.800 2.607 1.922 1.7708 0.4361 -1.0052 0.7305
N 3.091 3.547 3.016 0.0904 0.2114 0.2052 0.3728
C 4.167 3.128 3.913 -1.0143 0.2694 -0.3242 -0.1512
C 4.213 4.070 5.110 0.3256 0.6843 0.4357 -0.6797
O 4.503 5.470 4.800 0.1143 -0.6010 -1.3090 -0.3362
C 4.424 6.423 5.833 -0.0534 -1.0030 1.0919 -0.8392
H 5.660 3.049 -1.067 -0.2029 -0.2283 -0.1628 0.3454
H 6.390 3.768 0.323 -0.0106 0.2880 0.3653 0.3184
H 5.559 4.785 -0.921 -0.0421 0.0937 0.3419 0.2677
H 4.927 2.197 1.489 0.1593 -0.0608 0.2211 0.3393
H 3.818 1.713 0.229 -0.0762 0.0357 -0.3568 0.9666
H 2.593 1.595 2.271 0.0784 -0.0104 0.4579 -0.9339
H 1.921 2.875 1.335 0.0139 0.3214 0.0351 -0.0922
H 3.602 4.347 2.670 -1.0651 0.7097 -1.1238 0.3548
H 5.099 3.119 3.348 0.4611 -0.2038 0.4000 0.5398
H 3.886 2.120 4.219 0.5161 -0.1252 0.5930 -0.2435
H 5.005 3.660 5.736 0.0182 0.2264 0.5672 0.4085
H 3.242 4.063 5.606 -0.0325 -0.2366 0.2314 0.3076
H 5.307 6.414 6.472 0.4537 -0.1349 -0.0276 0.3464
H 3.613 6.173 6.517 -0.4153 0.0997 -0.0069 0.3356
H 4.304 7.459 5.517 -0.1423 -0.3090 -0.7263 0.2249
C -6.574 0.538 -4.226 -0.1841 -0.3427 0.4346 -1.0645
O -5.552 0.341 -3.253 -0.5027 -0.0759 -1.2872 -0.1466
C -4.686 -0.675 -3.759 1.3537 -0.8427 1.9869 -1.0873
C -3.883 -1.146 -2.544 -0.2776 -0.2580 -0.4750 1.5144
N -4.716 -1.935 -1.613 1.4485 0.6315 -0.9768 -0.2684
C -3.980 -1.946 -0.357 -2.3650 -0.1916 0.8132 0.8584
C -4.986 -2.483 0.682 1.0769 -0.0509 0.3924 -0.5055
O -6.251 -1.828 0.698 0.2993 0.5412 -0.2920 -0.4989
C -6.252 -0.440 1.066 -0.3414 -0.7821 0.9499 -0.5332
H -7.122 -0.398 -4.332 -0.0435 -0.2173 -0.3279 0.3613
H -6.134 0.814 -5.185 -0.0731 0.1225 -0.1702 0.3310
H -7.332 1.258 -3.919 0.4472 0.3518 0.2645 0.2766
H -3.958 -0.358 -4.506 -0.2828 0.5647 -0.3223 0.2732
H -5.204 -1.567 -4.112 -0.5770 0.1702 -0.3272 0.6119
H -3.449 -0.266 -2.069 0.0101 0.3090 0.1885 -0.3891
H -3.015 -1.750 -2.807 -0.0377 0.0340 -0.3040 -0.7841
H -5.583 -1.432 -1.496 -0.1827 0.0233 0.2840 0.4986
H -3.755 -0.936 -0.016 0.5015 0.3502 -0.1309 -0.0703
H -3.056 -2.521 -0.416 -0.0850 -0.0773 0.0327 -0.3720
H -4.508 -2.401 1.659 -0.0455 0.1497 0.3732 0.2922
H -5.158 -3.549 0.533 -0.3865 0.0658 -0.2290 0.0859
H -5.979 0.278 0.293 0.0624 -0.2439 -0.2768 0.1234
H -5.665 -0.253 1.965 0.6934 -0.1332 -0.0737 0.2373
H -7.252 -0.244 1.452 -0.2710 0.0908 -0.5677 0.3326
C -3.012 -4.677 2.366 -0.1843 -0.7550 1.5065 -1.1869
O -1.976 -3.899 1.839 -0.2857 1.0469 1.6923 -0.2573
C -1.201 -3.322 2.958 0.6729 0.1976 -0.5683 -0.0023
C -0.055 -4.240 3.398 -1.1426 0.6003 0.3201 -0.9617
N 0.617 -4.592 2.215 1.2117 -2.2356 0.2417 1.4524
C 1.846 -5.347 2.484 0.5407 0.2880 -2.4176 -0.7096
C 2.442 -5.800 1.086 -0.7270 1.2144 2.5812 -0.5469
O 1.439 -6.504 0.353 1.6252 0.5822 0.8632 -0.1865
C 2.077 -6.982 -0.787 -0.4435 -1.0272 -0.8831 -0.8827
H -2.574 -5.441 3.009 0.0415 -0.2919 0.1858 0.2647
H -3.670 -5.239 1.704 0.4282 0.5265 -0.8178 0.1568
H -3.630 -4.062 3.021 -0.3068 0.1005 -0.0317 0.4017
H -1.785 -3.017 3.826 -0.6496 -0.1860 -0.2396 0.7253
H -0.752 -2.419 2.545 -0.0472 0.0049 -0.2166 -0.4199
H -0.425 -5.089 3.972 -0.1131 -0.4553 -0.2122 0.2902
H 0.619 -3.733 4.088 -0.1048 0.6605 0.4361 -0.0858
H 0.811 -3.753 1.689 0.3969 0.5538 -0.6744 -0.4934
H 1.759 -6.206 3.148 -0.7062 -0.0470 -0.0326 0.5165
H 2.612 -4.711 2.928 0.3260 0.2361 0.2760 -0.0911
H 3.371 -6.334 1.291 -0.1366 -0.9745 -0.1650 0.5712
H 2.829 -4.900 0.609 -0.6065 0.1876 -0.6963 0.0007
H 1.339 -7.585 -1.316 0.0104 0.0790 -0.3027 0.1942
H 2.891 -7.654 -0.514 0.2694 -0.0735 0.0231 0.3613
H 2.467 -6.199 -1.437 -0.0665 0.2193 -0.0025 0.2003
C -2.242 -3.827 -5.686 -0.8120 0.7398 -0.5964 -0.7409
O -2.519 -4.864 -4.768 1.1130 -0.4030 -0.2543 -0.4671
C -3.038 -4.403 -3.531 -0.3212 0.5608 -0.2697 1.0072
C -3.565 -5.571 -2.689 1.6795 1.2142 -1.5264 -1.3350
N -2.513 -6.218 -1.895 -1.4576 0.6314 -0.3935 -0.6594
C -3.180 -7.290 -1.227 1.1407 -1.0807 1.2269 -1.0268
C -2.143 -8.144 -0.494 -1.1487 0.1304 0.0870 -0.6443
O -1.639 -7.529 0.678 -0.4240 -0.4517 -0.4620 0.0753
C -1.101 -8.487 1.570 0.7148 0.6655 0.3703 -0.8544
H -1.720 -2.910 -5.415 0.8337 -0.4709 1.2274 0.2088
H -3.177 -3.352 -5.985 -0.6738 -0.3073 -0.4055 0.3251
H -1.741 -4.186 -6.585 -0.1062 -0.4866 0.2477 0.3411
H -3.881 -3.773 -3.815 -0.3293 0.3147 0.4171 -0.0645
H -2.277 -3.797 -3.040 0.1159 0.0527 0.3476 -0.4134
H -3.812 -6.284 -3.475 -1.1935 -0.2187 0.1628 0.4915
H -4.366 -5.194 -2.053 -0.0828 -0.3595 -0.0857 0.4720
H -1.864 -6.602 -2.567 0.3439 -0.1032 -0.0790 0.1835
H -3.757 -7.950 -1.875 0.0913 -0.2432 -0.5813 0.5172
H -3.943 -6.942 -0.530 0.2354 0.4175 0.2701 0.3388
H -1.317 -8.373 -1.168 0.1515 -0.1922 -0.1750 0.3176
H -2.689 -9.057 -0.255 0.2752 -0.4272 0.2705 0.4971
H -1.789 -8.680 2.393 -0.1532 -0.1440 0.0053 0.2514
H -0.187 -8.046 1.965 0.0020 0.0146 0.2110 0.0633
H -0.797 -9.425 1.104 -0.2319 -0.0582 -0.2750 0.4592
C 1.208 -0.671 4.306 1.0455 -0.3348 -0.5903 0.0805
O 1.961 -1.452 5.220 0.8473 -0.8235 1.4451 -0.5247
C 3.372 -1.671 4.946 -0.6009 0.8014 -1.8730 0.1341
C 4.082 -2.714 5.806 -2.4833 0.7608 -0.2002 -0.8450
N 3.669 -2.437 7.155 2.2600 -0.3852 1.2764 -0.3178
C 4.353 -3.353 8.084 -2.6445 0.7016 0.7511 -0.5920
C 3.508 -3.441 9.385 1.0122 -0.7675 0.1398 -0.8118
O 2.213 -4.017 9.154 1.3879 0.4028 -0.5776 -0.2565
C 1.397 -4.103 10.289 -0.1249 0.0624 -0.4106 -0.7556
H 1.332 -1.153 3.337 -0.6178 0.1068 -0.4486 0.0433
H 1.562 0.353 4.187 0.4284 0.2660 0.2365 -0.0735
H 0.172 -0.571 4.632 0.0804 -0.5082 0.0543 0.2439
H 3.868 -0.701 4.951 0.2201 0.2076 0.5413 0.3639
H 3.477 -1.983 3.907 -0.1940 -0.1975 -0.4175 -0.0659
H 5.159 -2.732 5.634 0.0768 0.5970 0.2870 0.3790
H 3.751 -3.704 5.492 -0.2007 -0.4455 -0.1735 0.2833
H 2.671 -2.429 7.311 -0.0112 -0.2168 -0.4519 0.2907
H 5.357 -3.023 8.353 0.0507 0.0974 -0.1493 0.3305
H 4.381 -4.353 7.652 0.2521 -0.3469 0.0193 0.3527
H 3.506 -2.527 9.979 -0.7463 0.7876 -0.6073 0.4168
H 4.127 -4.020 10.071 -0.1882 -1.0348 0.1557 0.5138
H 1.726 -4.880 10.979 0.3060 0.1326 0.3227 0.2785
H 0.414 -4.416 9.937 -0.0610 0.2137 0.0115 0.2254
H 1.345 -3.111 10.738 -0.2075 -0.0805 0.4924 0.3238
C 0.214 8.070 -10.926 -0.1715 0.1860 0.4426 -0.7522
O -0.630 6.959 -10.700 -0.2447 0.6304 -1.5401 -0.3148
C -0.487 6.382 -9.442 0.2928 -1.0142 -0.0644 -0.4747
C -1.480 5.177 -9.361 1.0424 0.4725 1.5408 -0.6302
N -1.242 4.430 -8.098 -0.6903 0.4730 -0.6657 -0.3091
C -2.425 3.638 -7.758 0.7574 -0.6827 0.0497 -0.7978
C -2.082 2.581 -6.696 0.4480 -0.6178 0.1297 0.1769
O -1.193 1.571 -7.261 -0.3475 1.8572 -0.2851 -0.4765
C -0.600 0.698 -6.307 -0.8935 -0.3183 -0.4165 -0.2884
H 1.267 7.835 -10.772 0.1462 -0.1084 0.5923 0.3000
H -0.152 8.868 -10.280 0.5147 0.3125 0.2638 0.3054
H 0.222 8.486 -11.934 -0.7822 -0.5948 -0.2819 0.2585
H -0.475 7.096 -8.619 -1.1590 0.3079 0.1960 0.3854
H 0.553 6.065 -9.353 0.3022 -0.9200 -0.0856 0.3120
H -1.404 4.571 -10.264 0.2632 -0.1007 -0.1416 0.2307
H -2.526 5.477 -9.299 0.0873 0.5511 -0.1461 0.3143
H -0.423 3.841 -8.129 -0.0100 -0.1666 -0.2408 0.2860
H -2.856 3.104 -8.605 0.3158 -0.4661 -0.5260 0.3172
H -3.244 4.325 -7.549 0.0800 0.0281 0.9235 0.3902
H -2.978 2.104 -6.298 -0.3788 -0.2543 -0.2713 0.1915
H -1.616 2.976 -5.793 0.3117 0.4766 -0.0836 0.0665
H -0.016 -0.007 -6.898 -0.0270 -0.0599 0.1231 0.3370
H -1.454 0.198 -5.850 0.3502 -0.4498 0.5807 0.0040
H 0.030 1.143 -5.536 -0.1995 0.3790 -0.0030 0.2247
C -5.144 4.269 -4.901 1.1230 1.0290 -0.5778 -0.5055
O -4.688 4.392 -3.587 -0.3086 -0.3646 1.0122 -0.4814
C -3.710 3.391 -3.273 -0.5240 -0.2988 0.5058 -0.1905
C -3.650 3.233 -1.751 1.2692 -0.2899 -1.1013 -0.3816
N -2.980 4.432 -1.237 -1.7415 0.9044 1.9949 -0.4333
C -3.086 4.531 0.282 1.2688 0.4291 -0.4319 -0.1553
C -2.729 5.976 0.782 -0.6007 -0.4050 0.6600 -0.5513
O -2.804 6.098 2.218 -1.3896 -1.3269 -0.9886 -0.3401
C -2.425 7.321 2.753 2.0631 0.2342 0.3420 -0.7690
H -5.776 5.110 -5.186 -0.5177 -0.1585 0.5278 0.3677
H -5.600 3.306 -5.127 0.0026 -0.0549 -0.0089 0.1089
H -4.252 4.480 -5.490 0.0604 -0.6709 -0.8365 0.1524
H -2.730 3.653 -3.672 0.1063 0.1792 -0.0663 0.0354
H -3.978 2.430 -3.712 -0.1876 -0.0938 -0.0537 0.1579
H -2.985 2.391 -1.559 -0.3166 -0.3913 0.1585 -0.1503
H -4.664 3.112 -1.371 0.0020 -0.2141 0.2068 0.6943
H -3.655 5.104 -1.575 0.2673 1.0474 -0.1553 0.2651
H -2.282 3.892 0.645 -0.1291 -0.1974 0.1974 -0.4193
H -4.022 4.130 0.671 -0.2187 0.2966 -0.0282 0.5194
H -3.415 6.737 0.409 -0.0010 0.0130 -0.6216 0.4268
H -1.707 6.171 0.456 0.1642 0.2873 -0.1216 0.4075
H -1.376 7.431 2.478 0.3787 0.3905 0.3097 0.2940
H -2.461 7.250 3.840 -0.0742 -0.1680 -0.0862 0.2608
H -2.858 8.286 2.490 -1.0795 -0.3006 -0.6845 0.3655
C 5.223 -2.330 -5.274 -0.7551 -0.4881 0.6258 -0.6692
O 4.889 -3.627 -4.764 -0.3346 0.2885 -0.1521 -0.3987
C 4.866 -3.747 -3.345 0.2947 0.3410 0.7361 -0.5843
C 3.896 -2.831 -2.563 -1.1103 -1.1963 0.3151 -0.4085
N 4.036 -2.957 -1.092 1.4818 -0.2174 -1.6728 0.2087
C 5.141 -2.152 -0.585 -0.9467 -0.8431 0.9959 -0.7108
C 5.017 -2.091 0.936 0.4701 1.3508 -0.4214 0.1606
O 6.146 -1.343 1.363 0.3817 0.5733 1.4463 -0.4546
C 5.949 -0.681 2.626 0.2677 -0.6513 -0.6866 0.0295
H 6.143 -1.986 -4.802 0.2468 0.1693 -0.2816 0.3100
H 4.430 -1.607 -5.082 -0.0620 0.0991 0.3606 0.2331
H 5.252 -2.371 -6.363 0.5174 -0.3839 0.0890 0.2726
H 5.877 -3.658 -2.949 0.4367 0.4080 -0.0238 0.4299
H 4.600 -4.770 -3.079 -0.2078 -0.1100 -0.4480 0.1923
H 2.907 -3.243 -2.765 -0.2781 0.2706 -0.1955 0.0752
H 3.871 -1.809 -2.942 0.3204 0.2942 0.2002 0.4391
H 3.157 -2.830 -0.610 -0.3624 0.5163 0.0114 -0.3399
H 5.161 -1.156 -1.028 -0.0774 0.3748 0.1728 0.2540
H 6.116 -2.602 -0.772 0.0260 -0.2218 -0.3280 0.3280
H 5.008 -3.072 1.410 -0.1355 -0.2175 -0.0782 0.1752
H 4.150 -1.501 1.232 -0.5873 -0.3447 -0.1035 -0.0438
H 5.875 -1.353 3.481 0.1092 -0.5730 -0.0182 0.1203
H 5.007 -0.133 2.644 0.0095 0.4524 -0.2501 -0.2626
H 6.824 -0.058 2.808 -0.2034 0.2221 -0.1886 0.3700
C 1.361 8.702 3.991 -0.5136 0.0487 -0.0014 -0.8261
O 0.409 7.680 4.267 0.5315 0.2808 -0.4955 -0.3111
C 0.986 6.380 4.470 -0.5053 0.2794 0.4361 -0.2784
C -0.056 5.294 4.253 0.3473 -0.0588 -0.6233 -0.2705
N 0.422 3.973 4.617 -0.3973 0.6277 0.9538 -0.0054
C -0.596 2.957 4.417 0.9583 -0.4631 0.1371 -1.4796
C -0.894 2.451 3.004 -0.3549 -0.0580 -0.0277 2.1371
O -1.776 1.352 3.192 -0.5666 0.4891 0.4390 -0.5866
C -2.024 0.601 2.041 0.3978 -0.8770 -0.5927 0.7857
H 1.854 8.544 3.032 -0.0720 -0.0037 -0.2260 0.3425
H 2.155 8.876 4.717 0.0924 -0.6800 0.5419 0.2739
H 0.823 9.650 4.005 -0.2134 -0.0797 -0.3815 0.3197
H 1.242 6.411 5.529 0.6895 -0.6230 0.0518 0.1003
H 1.829 6.188 3.807 0.3251 0.2231 0.1416 0.2910
H -0.314 5.206 3.197 -0.4305 0.8731 -0.2960 0.1234
H -0.932 5.571 4.839 -0.2193 -0.2261 -0.0449 0.3737
H 1.308 3.772 4.175 0.1267 -0.1492 -0.4162 -0.1135
H -1.512 3.305 4.894 -0.1128 -0.1304 -0.0406 0.4094
H -0.223 2.092 4.964 -0.3562 -0.2670 0.1284 0.2488
H -0.017 2.133 2.440 0.4000 -0.1317 0.1614 -0.2791
H -1.364 3.206 2.374 -0.2237 0.2221 0.0158 -0.8777
H -2.401 1.122 1.161 0.1587 0.7367 -0.0166 -0.3170
H -2.780 -0.166 2.211 -0.0174 -0.0268 0.6143 0.1179
H -1.101 0.098 1.750 0.0597 -0.1255 -0.3934 -0.2842
```
Positions in Å, forces in eV/Å.

- Total energy: -125992.922 eV
- Multiplicity: 2
- HOMO (alpha / beta): -1.1827 / -3.1679 eV
- <S²>: 0.774
- Net charge: -1

---

Entry from OMol25: CsH10O5 as an isolated structure (ωB97M-V/def2-TZVPD).

Geometry as XYZ:
```
16
Properties=species:S:1:pos:R:3:forces:R:3:mulliken_charge:R:1
Cs 6.296 -8.007 20.657 -0.5585 -0.2789 -0.1908 1.0727
O 5.717 -5.153 20.290 2.3262 -0.4801 3.9580 -0.6590
H 6.671 -4.925 20.511 -1.9215 -0.0544 -0.4804 0.3330
H 5.614 -4.994 19.405 -0.4444 1.0052 -3.5690 0.3054
O 7.182 -7.644 23.786 -0.4916 0.4869 0.2342 -0.5823
H 6.599 -7.222 24.445 0.4301 -0.2194 -0.2852 0.3314
H 6.603 -8.239 23.306 0.0335 -0.3371 0.3974 0.2157
O 7.921 -7.131 18.100 1.7422 0.0019 -0.1064 -0.5832
H 8.395 -6.442 17.604 -0.1794 -0.3915 0.0668 0.3221
H 7.021 -6.901 18.033 -1.6652 0.5028 -0.5200 0.2621
O 8.930 -7.029 20.702 0.1650 -0.2965 0.5020 -0.6204
H 8.773 -6.087 20.626 0.5010 0.1590 -0.2510 0.3045
H 9.352 -7.341 19.892 -0.0597 0.3763 0.0424 0.2924
O 7.872 -9.944 22.015 -0.8090 -1.6743 0.4335 -0.6665
H 7.945 -10.347 22.907 0.3145 0.6247 -0.4609 0.3206
H 7.436 -10.689 21.539 0.6167 0.5756 0.2295 0.3515
```
Positions in Å, forces in eV/Å.

- Total energy: -10942.331 eV
- HOMO: -15.1008 eV
- Net charge: +1
- Energy relative to the best compared isomer or geometry (same formula, charge and spin): 8.1 kcal per mole